(1)
Entry from the OMol25 dataset: a molecular structure, C21H41F9N5O4PSSi2 (the ωB97M-V functional and the def2-TZVPD basis).

Cartesian coordinates (Å):
C: 7.2925 1.6521 2.0906
C: 7.0248 1.8857 0.5868
P: 7.4105 0.3677 -0.3932
C: 7.8727 0.9358 -2.0936
Si: 5.5426 -0.7875 -0.7040
N: 5.4177 -1.2027 -2.4418
C: 4.7414 -0.4612 -3.0948
S: 3.9149 0.4749 -4.0276
O: 4.1822 0.0547 -0.2862
Si: 2.8607 -0.7783 0.3267
C: 1.4376 0.3609 0.7582
C: 1.7204 1.4598 1.8071
C: 1.5276 2.8830 1.3149
F: 0.6047 2.9841 0.3324
F: 1.0334 3.6159 2.3664
C: 2.8736 3.5771 0.9092
F: 3.2912 4.3078 1.9677
F: 3.8421 2.6797 0.6478
C: 2.7991 4.5487 -0.2975
F: 1.7263 5.3460 -0.2382
F: 3.8924 5.3494 -0.2175
C: 2.9132 3.8453 -1.6848
F: 2.4610 4.6942 -2.6161
F: 2.1932 2.7301 -1.7382
F: 4.1819 3.5822 -1.9738
C: 2.2184 -2.0097 -0.9337
N: 1.0275 -2.5719 -0.2715
C: -0.2534 -2.0407 -0.7934
H: 7.8021 2.5250 2.4849
H: 7.9656 0.8080 2.2022
H: 6.3782 1.4632 2.6416
H: 6.0227 2.2655 0.4203
H: 7.7093 2.6569 0.2421
H: 8.8324 1.4373 -2.0674
H: 7.1081 1.5866 -2.5084
H: 7.9483 0.0454 -2.7087
H: 5.5248 -2.0238 0.0962
H: 3.2817 -1.5051 1.5455
H: 1.0241 0.7479 -0.1700
H: 0.6781 -0.2973 1.1733
H: 2.6963 1.3395 2.2680
H: 0.9987 1.3498 2.6109
H: 2.0123 -1.5406 -1.8998
H: 2.9499 -2.7984 -1.1061
H: 1.0050 -3.5687 -0.4147
H: -0.0776 -1.2233 -1.4886
H: -0.8319 -1.6289 0.0355
H: -0.8503 -2.8216 -1.2694
C: -1.7419 0.1769 3.0135
O: -1.3620 -0.7740 3.6678
N: -1.3817 1.4548 3.2368
C: -1.8638 2.5494 2.4153
C: -0.4787 1.7377 4.3409
H: -2.4281 0.0633 2.1556
H: -1.0261 3.0648 1.9418
H: -2.4161 3.2651 3.0273
H: -2.5243 2.1678 1.6396
H: 0.4625 1.2038 4.2050
H: -0.9201 1.4060 5.2808
H: -0.2862 2.8064 4.3862
C: -3.0180 -3.5889 -0.3375
O: -2.7478 -3.3565 -1.5043
N: -4.1662 -3.2590 0.2635
C: -4.3880 -3.5153 1.6723
C: -5.2104 -2.6042 -0.5153
H: -2.2932 -4.0640 0.3461
H: -5.2590 -4.1579 1.8141
H: -4.5616 -2.5624 2.1754
H: -3.5154 -3.9955 2.1084
H: -5.5115 -3.2478 -1.3420
H: -4.8350 -1.6717 -0.9314
H: -6.0673 -2.3961 0.1146
C: -8.0099 -1.0850 -2.4903
O: -7.4290 -0.9950 -1.4254
N: -8.7810 -2.1244 -2.8545
C: -9.4482 -2.1766 -4.1402
C: -8.9472 -3.2282 -1.9233
H: -7.9479 -0.2999 -3.2620
H: -10.5291 -2.2424 -4.0021
H: -9.1117 -3.0480 -4.7048
H: -9.2220 -1.2798 -4.7123
H: -9.3879 -2.8703 -0.9924
H: -7.9795 -3.6729 -1.6913
H: -9.5944 -3.9807 -2.3653

Force components x, y, z for each atom (eV/Å):
C 0.1 0.1 -0.7
C -0.2 -0.1 0.3
P 1.0 -0.4 0.1
C -0.7 0.0 0.3
Si -0.2 0.5 -0.1
N 0.2 -0.1 1.3
C 0.1 -0.1 -0.8
S -0.4 0.3 -0.2
O 0.1 -0.4 0.2
Si -0.4 -0.1 -0.2
C 0.6 0.0 0.1
C -0.6 -0.4 -0.4
C 0.5 -0.2 0.9
F 0.2 0.0 -0.1
F 0.1 0.2 -0.3
C -0.3 0.7 0.2
F 0.0 -0.1 -0.1
F -0.3 -0.1 -0.1
C 0.9 0.2 -0.1
F -0.1 -0.3 0.0
F -0.1 0.0 0.0
C -0.2 0.6 -0.3
F -0.1 -0.1 0.0
F 0.1 -0.1 0.0
F -0.1 -0.3 0.2
C 0.2 0.1 0.5
N -0.4 0.0 -0.5
C 0.4 -0.2 0.6
H -0.1 0.1 0.3
H 0.0 -0.1 0.2
H -0.1 0.0 0.1
H -0.1 0.0 -0.1
H 0.1 0.0 -0.3
H 0.1 0.1 0.1
H 0.1 0.2 -0.2
H 0.1 -0.1 -0.2
H 0.1 -0.1 -0.2
H 0.1 0.1 0.0
H -0.1 0.2 0.0
H -0.1 -0.2 0.0
H 0.2 0.2 0.0
H 0.1 0.1 -0.3
H -0.1 -0.1 -0.2
H 0.1 -0.1 -0.1
H 0.2 -0.1 0.1
H 0.0 0.0 -0.2
H -0.2 0.0 0.0
H 0.3 0.4 0.0
C -0.1 -0.1 -0.1
O 0.1 0.0 0.1
N 0.1 0.1 -0.1
C 0.1 0.1 0.1
C -0.3 -0.1 0.2
H 0.0 0.0 0.0
H -0.4 0.0 0.1
H 0.0 0.0 0.0
H 0.0 -0.1 0.0
H -0.1 0.0 0.3
H 0.0 0.0 0.0
H 0.0 0.0 0.0
C 0.2 0.1 0.0
O -0.5 -0.3 -0.1
N -0.2 -0.2 0.1
C -0.1 0.2 -0.2
C 0.3 -0.1 0.1
H 0.0 0.0 0.0
H 0.0 0.0 0.0
H 0.0 -0.1 0.2
H 0.0 0.0 0.0
H 0.0 0.1 0.0
H -0.1 0.0 0.0
H 0.0 0.0 0.0
C 0.1 0.2 0.0
O -0.1 0.0 0.0
N -0.1 -0.1 -0.1
C 0.0 -0.1 0.2
C 0.1 0.1 0.0
H 0.0 0.0 0.0
H 0.0 0.0 -0.1
H 0.0 0.0 -0.1
H 0.0 0.0 0.0
H 0.0 0.0 0.0
H 0.0 0.0 0.0
H 0.0 0.0 0.0

## Properties
HOMO level, eV: -8.2

Löwdin atomic charge list, values in e, 2 entries: number 1, C, carries -0.168; number 2, C, carries -0.469

(2)
Entry from the OMol25 dataset: a gas-phase ion, C5H11N3O (charge +2) (the ωB97M-V functional and the def2-TZVPD basis).

Cartesian coordinates (Å):
C: -1.0063 1.1537 0.0636
C: -1.0283 -1.2012 -0.0818
C: 1.2181 -0.1755 -0.0301
C: 1.9958 -0.0965 -1.2901
C: 1.7562 0.2470 1.2859
N: -1.7003 -0.0024 -0.0628
N: -1.6163 -2.3513 -0.0738
N: -1.6404 2.2630 0.0677
O: 0.2997 -1.2354 -0.0550
H: 2.0233 -1.1476 -1.6076
H: 2.9560 0.4949 -1.3506
H: 1.0891 0.3493 -1.8584
H: 1.7633 1.3568 1.4354
H: 2.8264 0.0964 1.2184
H: 1.3336 0.0084 2.2413
H: -2.7619 -0.0349 -0.1727
H: -2.6773 -2.3477 0.1084
H: -1.2047 -3.1881 0.1121
H: -1.0488 3.1320 0.2867
H: -2.5772 2.6792 -0.2366

Force components x, y, z for each atom (eV/Å):
C -3.8 0.2 0.4
C 3.2 -0.1 0.4
C 1.4 0.6 1.2
C -2.3 0.2 -0.4
C 0.0 2.0 -0.2
N -0.1 -1.1 -0.3
N -5.4 3.1 0.2
N 1.7 4.0 0.0
O -2.1 -0.7 -0.2
H 0.7 0.3 -0.6
H -1.4 -0.7 0.2
H 2.0 -0.2 -0.6
H -0.2 -0.1 -0.7
H 0.4 -0.5 0.4
H -0.4 -1.3 0.2
H 1.7 0.4 0.3
H 2.1 -0.3 -0.6
H 2.1 -2.8 0.4
H -0.7 -1.5 -0.1
H 1.0 -1.7 0.0

## Properties
Multiplicity: 3
Charge: +2
HOMO level (alpha / beta), eV: -15.2 / -19.7

Löwdin atomic charge list, values in e, 2 entries: number 1, C, carries 0.064; number 2, C, carries -0.303

(3)
Entry from the OMol25 dataset: 25 unconnected molecules or ions with the total composition C38H27Cl97O3 (the ωB97M-V functional and the def2-TZVPD basis).

Cartesian coordinates (Å):
C: -1.6739 -8.0964 2.9169
C: -1.1625 -6.6946 2.6020
C: 0.2947 -6.7757 2.2409
Cl: 1.3076 -6.8334 3.7152
C: 0.7306 -5.7370 1.2370
O: -0.0207 -5.3904 0.5022
O: 1.9592 -5.3423 1.2555
C: 2.1141 -3.9753 0.8717
C: 2.1605 -3.7796 -0.6436
C: 3.0023 -2.6125 -1.0556
C: 2.3572 -1.2656 -0.7398
C: 2.9221 -0.2575 -1.7360
C: 2.8611 1.1961 -1.2809
C: 2.0396 2.0451 -2.2173
C: 0.6129 1.5099 -2.4077
C: 0.3083 1.2335 -3.8572
O: 1.3584 0.5345 -4.4535
C: 1.3308 0.6552 -5.8486
H: -1.9481 -8.5919 2.0067
H: -2.5953 -7.9781 3.4503
H: -0.9643 -8.6826 3.4630
H: -1.2996 -6.0410 3.4400
H: -1.7805 -6.3233 1.8098
H: 0.4574 -7.7192 1.7606
H: 3.0847 -3.6817 1.2268
H: 1.4180 -3.3118 1.3488
H: 2.4575 -4.7144 -1.0760
H: 1.1415 -3.6473 -0.9413
H: 3.0593 -2.6471 -2.1292
H: 4.0025 -2.6433 -0.6646
H: 2.5471 -0.9793 0.2805
H: 1.2994 -1.3285 -0.8986
H: 3.9505 -0.5210 -1.9024
H: 2.4147 -0.4316 -2.6679
H: 2.5471 1.2627 -0.2518
H: 3.8686 1.5736 -1.3253
H: 1.9715 3.0392 -1.8204
H: 2.5431 2.1192 -3.1614
H: -0.0454 2.2772 -2.0559
H: 0.4753 0.6112 -1.8389
H: 0.1670 2.1952 -4.3302
H: -0.5748 0.6113 -3.9047
H: 1.7553 1.5988 -6.1484
H: 0.3067 0.5741 -6.1819
H: 1.8823 -0.1697 -6.2428
C: -2.4245 -2.8263 -1.0320
Cl: -3.2140 -1.3630 -1.6272
Cl: -3.3950 -4.2444 -1.4185
Cl: -0.8446 -2.9960 -1.7805
Cl: -2.2313 -2.7203 0.7248
C: 0.1721 5.6264 -6.3710
Cl: 0.5844 4.8007 -7.8777
Cl: -0.2353 7.3001 -6.7287
Cl: -1.2092 4.8240 -5.6205
Cl: 1.5546 5.5791 -5.2724
C: 1.2013 4.0545 1.6305
Cl: 2.9626 3.8974 1.5144
Cl: 0.5175 4.5217 0.0725
Cl: 0.5073 2.5013 2.0971
Cl: 0.8023 5.2772 2.8404
C: -1.0433 -0.8662 4.5433
Cl: -1.2039 0.4627 3.4070
Cl: -1.8143 -0.4346 6.0675
Cl: -1.8296 -2.3117 3.8518
Cl: 0.6657 -1.2036 4.8132
C: 5.1986 -6.8496 -2.4066
Cl: 5.2011 -5.4636 -3.5009
Cl: 4.4017 -6.4122 -0.8955
Cl: 4.3233 -8.1834 -3.1600
Cl: 6.8617 -7.3368 -2.0702
C: -3.7727 -4.1511 7.7261
Cl: -5.3196 -5.0312 7.6389
Cl: -2.4802 -5.2935 8.0986
Cl: -3.4431 -3.3739 6.1796
Cl: -3.8421 -2.9260 8.9978
C: -6.5996 -0.2680 0.4094
Cl: -8.1657 -1.0817 0.3988
Cl: -5.3282 -1.4362 0.7598
Cl: -6.3082 0.4663 -1.1714
Cl: -6.5990 0.9915 1.6487
C: 6.5469 1.9707 0.4898
Cl: 6.2505 3.6477 0.9688
Cl: 5.1469 0.9813 0.9060
Cl: 6.8312 1.8965 -1.2512
Cl: 7.9641 1.3655 1.3464
C: -7.2961 -0.7737 6.9494
Cl: -6.6185 -2.3851 7.1855
Cl: -7.0433 -0.2719 5.2739
Cl: -9.0241 -0.7974 7.3032
Cl: -6.4894 0.3666 8.0337
C: 11.4890 3.2829 2.5681
Cl: 13.2466 3.1572 2.4756
Cl: 10.8444 3.7022 0.9796
Cl: 10.8139 1.7354 3.0897
Cl: 11.0478 4.5365 3.7257
C: -3.3517 4.9657 -1.3369
Cl: -3.9111 4.4289 -2.9262
Cl: -1.9125 5.9753 -1.5214
Cl: -4.6168 5.9038 -0.5496
Cl: -2.9599 3.5576 -0.3469
C: -2.9760 -7.8847 -3.6070
Cl: -1.9555 -6.4887 -3.2801
Cl: -4.4587 -7.7649 -2.6557
Cl: -3.3855 -7.9329 -5.3245
Cl: -2.1130 -9.3618 -3.1651
C: -4.4616 9.8475 -0.6226
Cl: -4.0147 8.9190 -2.0593
Cl: -4.9005 11.4942 -1.0668
Cl: -5.8423 9.0770 0.1692
Cl: -3.0928 9.8877 0.4905
C: -2.8664 10.0580 -9.0339
Cl: -2.4707 9.1886 -10.5172
Cl: -3.2912 11.7261 -9.4268
Cl: -4.2333 9.2745 -8.2386
Cl: -1.4714 10.0393 -7.9528
C: 3.7276 -2.3707 7.4833
Cl: 4.2748 -4.0295 7.6796
Cl: 3.9446 -1.8810 5.7974
Cl: 2.0162 -2.2720 7.9194
Cl: 4.6623 -1.3034 8.5320
C: -12.5266 0.8126 8.2666
Cl: -11.0177 1.5031 8.8630
Cl: -13.8907 1.7425 8.8904
Cl: -12.5368 0.8615 6.5024
Cl: -12.6575 -0.8628 8.8083
C: -3.8079 12.3948 -13.2931
Cl: -4.9969 11.3521 -12.5065
Cl: -4.4234 12.9021 -14.8670
Cl: -3.5121 13.8219 -12.2923
Cl: -2.2976 11.5086 -13.5093
C: 10.5880 8.2274 2.4531
Cl: 11.2961 7.8981 4.0371
Cl: 9.0986 7.2983 2.2671
Cl: 10.2279 9.9495 2.3166
Cl: 11.7322 7.7614 1.1933
C: -2.6781 11.8636 -4.5213
Cl: -4.2158 10.9999 -4.4496
Cl: -1.3609 10.7352 -4.1729
Cl: -2.4602 12.5646 -6.1277
Cl: -2.6664 13.1651 -3.3293
C: 2.3810 -8.6834 7.4546
Cl: 2.8034 -9.5518 5.9782
Cl: 2.0430 -6.9916 7.0584
Cl: 0.9483 -9.4170 8.1807
Cl: 3.7229 -8.7695 8.5951
C: 3.6331 8.7302 -7.1122
Cl: 2.9942 8.3915 -8.7219
Cl: 5.0978 9.7061 -7.2523
Cl: 2.4291 9.6204 -6.1739
Cl: 4.0125 7.2094 -6.2990
C: -8.1714 -9.9509 -2.9940
Cl: -9.0061 -8.5230 -3.6101
Cl: -9.1091 -11.3950 -3.3833
Cl: -6.5759 -10.0626 -3.7350
Cl: -7.9949 -9.8181 -1.2419
C: 4.9230 -6.3219 11.3953
Cl: 3.1678 -6.1465 11.3469
Cl: 5.3396 -7.9255 12.0062
Cl: 5.5740 -6.1268 9.7679
Cl: 5.6099 -5.0899 12.4554
C: 1.1884 -10.2525 -1.5104
Cl: 1.0757 -8.5782 -0.9590
Cl: -0.3226 -11.0948 -1.1557
Cl: 1.4749 -10.2619 -3.2498
Cl: 2.5230 -11.0588 -0.6865

Force components x, y, z for each atom (eV/Å):
C -0.4 0.9 -0.1
C -0.1 -0.9 0.3
C 0.7 -0.1 0.4
Cl 0.0 0.0 0.0
C 4.6 -4.0 6.7
O -8.1 4.0 -8.0
O 2.4 0.8 1.3
C 1.4 0.3 -1.3
C -0.6 -0.4 1.2
C -1.1 0.2 -0.3
C 0.9 -0.2 -0.7
C 0.0 0.0 1.0
C 0.3 -0.2 -1.0
C -0.7 -0.1 0.6
C 1.0 0.2 -0.4
C 0.0 0.1 0.8
O 0.5 -0.3 0.1
C -0.3 -0.2 0.5
H 0.1 -0.5 -0.6
H -0.5 -0.3 0.7
H 0.3 -0.4 0.5
H 0.0 0.4 0.6
H 0.0 0.5 -0.7
H 0.2 -0.7 -0.3
H 0.6 -0.1 0.5
H -0.8 0.0 0.3
H 0.4 -0.4 -0.3
H -0.2 0.1 -0.4
H 0.3 -0.1 -0.7
H 0.6 -0.1 0.2
H 0.0 0.2 0.6
H -0.8 -0.1 0.2
H 0.7 -0.1 -0.1
H -0.2 0.2 -0.5
H -0.4 0.1 0.4
H 0.4 0.3 0.2
H 0.1 0.7 0.2
H 0.3 -0.1 -0.6
H -0.8 0.2 0.3
H -0.2 -0.5 0.5
H -0.2 0.3 -0.6
H -0.7 0.1 -0.3
H 0.2 0.5 -0.4
H -0.4 0.1 -0.5
H 0.5 -0.4 -0.4
C -0.1 -0.1 0.0
Cl 0.3 0.0 -0.3
Cl -0.2 0.2 0.1
Cl -0.3 0.2 -0.3
Cl 0.1 0.1 -0.1
C 0.1 0.0 0.0
Cl 0.0 -0.1 0.0
Cl -0.1 0.0 0.0
Cl -0.1 0.0 0.1
Cl -0.4 -0.3 0.2
C 0.1 0.0 -0.1
Cl -0.2 0.0 -0.1
Cl 0.2 0.1 0.1
Cl 0.2 0.1 0.0
Cl 0.0 0.0 0.0
C 0.0 -0.2 0.0
Cl -0.3 -0.1 0.0
Cl 0.0 0.1 0.0
Cl 0.2 0.2 0.0
Cl 0.0 -0.1 0.0
C 0.0 0.0 0.0
Cl 0.0 0.1 0.0
Cl 0.1 -0.1 0.1
Cl 0.0 0.0 0.0
Cl 0.0 0.0 0.0
C -0.1 -0.1 0.0
Cl 0.3 -0.1 0.1
Cl 0.0 -0.1 0.0
Cl -0.1 -0.3 0.2
Cl 0.0 -0.1 0.0
C 0.0 -0.1 0.0
Cl 0.0 0.0 0.0
Cl -0.2 0.0 0.3
Cl 0.0 0.0 0.0
Cl 0.0 0.0 0.0
C 0.0 -0.1 0.1
Cl 0.0 0.0 0.0
Cl 0.2 -0.1 0.2
Cl 0.0 0.0 0.0
Cl 0.0 0.0 0.0
C 0.0 0.0 -0.1
Cl -0.4 0.3 -0.1
Cl 0.0 0.0 0.0
Cl 0.0 -0.1 0.0
Cl 0.0 0.0 0.0
C 0.0 0.0 0.0
Cl 0.0 0.0 0.0
Cl 0.0 0.0 0.0
Cl 0.1 -0.1 0.1
Cl 0.0 -0.1 0.0
C 0.0 0.0 0.1
Cl 0.0 0.0 0.0
Cl -0.1 0.0 -0.2
Cl -0.1 -0.1 0.1
Cl 0.0 -0.1 0.0
C 0.1 0.0 0.0
Cl 0.2 -0.1 -0.1
Cl 0.1 0.2 0.1
Cl 0.0 0.0 -0.1
Cl -0.1 0.1 0.0
C 0.0 -0.1 0.0
Cl 0.0 0.0 0.3
Cl 0.0 0.0 0.0
Cl -0.1 0.0 0.0
Cl 0.0 0.0 0.0
C 0.0 0.0 0.0
Cl 0.0 0.0 0.0
Cl 0.1 0.0 0.0
Cl 0.0 0.0 0.0
Cl 0.1 0.0 -0.2
C -0.1 0.0 0.0
Cl 0.0 0.0 0.0
Cl 0.0 0.1 0.0
Cl 0.0 0.0 0.0
Cl 0.0 0.0 0.0
C 0.0 0.0 0.0
Cl 0.0 0.1 0.1
Cl 0.0 0.0 0.0
Cl 0.0 0.0 0.0
Cl 0.0 0.0 0.0
C 0.0 0.0 0.0
Cl 0.0 0.0 -0.1
Cl 0.0 0.0 0.0
Cl 0.0 0.0 0.0
Cl 0.0 0.0 0.0
C 0.0 0.0 0.0
Cl 0.0 0.1 0.1
Cl 0.0 0.0 0.0
Cl 0.0 0.0 0.0
Cl 0.0 0.0 0.0
C 0.0 0.1 -0.1
Cl 0.0 0.3 -0.4
Cl 0.0 0.0 0.0
Cl -0.1 0.1 0.2
Cl 0.0 0.0 0.1
C 0.0 0.1 -0.1
Cl 0.0 0.0 0.0
Cl 0.0 0.0 0.1
Cl -0.1 0.0 0.0
Cl 0.0 -0.1 0.0
C 0.1 0.0 0.0
Cl 0.0 0.0 0.0
Cl 0.0 0.0 0.0
Cl 0.0 0.0 0.0
Cl 0.3 0.3 -0.2
C 0.0 0.0 0.0
Cl 0.0 0.0 0.0
Cl 0.0 0.0 0.0
Cl -0.1 -0.2 -0.1
Cl 0.0 0.0 0.0
C -0.1 0.0 0.0
Cl 0.0 0.0 0.0
Cl 0.0 0.0 0.0
Cl 0.2 -0.1 0.1
Cl 0.0 0.0 0.0
C 0.1 0.1 0.0
Cl 0.0 0.1 0.0
Cl 0.1 -0.1 0.1
Cl 0.0 -0.1 -0.1
Cl 0.0 0.0 0.0

## Properties
HOMO level, eV: -9.7

Löwdin atomic charge list, values in e, 2 entries: number 1, C, carries -0.088; number 2, C, carries -0.260

(4)
Entry from the OMol25 dataset: a molecular structure, C21H20ClDyIN2O2S4 (the ωB97M-V functional and the def2-TZVPD basis).

Cartesian coordinates (Å):
Dy: 0.0012 -0.0671 0.2135
Cl: -7.5954 1.2735 0.5904
C: -5.8693 1.2180 0.3238
C: -5.2126 2.3722 -0.1496
C: -3.8668 2.3738 -0.3620
C: -3.0647 1.2145 -0.1069
O: -1.8083 1.2580 -0.2907
C: -3.7601 0.0532 0.3506
C: -3.1120 -1.1944 0.5769
O: -1.9085 -1.4542 0.4474
C: -5.1591 0.0837 0.5625
H: -5.7952 3.2647 -0.3405
H: -3.3563 3.2585 -0.7183
H: -3.7744 -2.0175 0.8903
H: -5.6564 -0.8099 0.9206
C: 1.1734 3.1714 0.4498
N: 1.3597 2.0856 -0.5183
C: 2.7905 1.8592 -0.7266
C: 0.7265 2.4553 -1.7926
C: 0.6376 1.2919 -2.7529
C: 0.7944 1.5339 -4.1147
C: 0.6305 0.5056 -5.0326
C: 0.3175 -0.7630 -4.5692
C: 0.1860 -0.9869 -3.2001
C: 0.3353 0.0193 -2.2354
H: 1.6072 4.1066 0.0632
H: 1.6443 2.9019 1.3933
H: 0.1104 3.3133 0.6440
H: 3.2593 2.7720 -1.1263
H: 2.9338 1.0523 -1.4455
H: 3.2565 1.5692 0.2113
H: 1.2723 3.2967 -2.2524
H: -0.2808 2.8056 -1.5541
H: 1.0460 2.5335 -4.4590
H: 0.7497 0.6944 -6.0932
H: 0.1834 -1.5798 -5.2711
H: -0.0532 -2.0050 -2.8960
S: 2.3959 -0.8031 1.5548
S: 2.3797 0.6205 3.0869
S: 0.5833 0.3489 3.9868
S: -0.8279 1.1025 2.6306
I: -1.2058 -6.2603 -1.3243
C: 0.1936 -4.7384 -1.2003
C: 1.4672 -4.8881 -1.7213
C: 2.3551 -3.8356 -1.5985
C: 1.9335 -2.6754 -0.9704
N: 0.7037 -2.5273 -0.4788
C: -0.1531 -3.5414 -0.5866
H: 1.7553 -5.8085 -2.2125
H: 3.3618 -3.9006 -1.9861
H: 2.5973 -1.8264 -0.8636
H: -1.1353 -3.3843 -0.1696

Force components x, y, z for each atom (eV/Å):
Dy 0.2 -0.1 0.3
Cl 0.0 0.0 0.0
C 0.0 0.0 0.0
C 0.0 0.1 0.0
C 0.0 -0.1 0.0
C 0.1 0.1 0.0
O 0.0 -0.1 0.0
C -0.2 -0.1 0.0
C 0.1 0.1 0.0
O -0.1 0.0 -0.1
C 0.0 0.0 0.0
H 0.0 0.0 0.0
H 0.0 0.0 0.0
H 0.0 0.0 0.0
H 0.0 0.0 0.0
C 0.0 0.0 0.0
N -0.2 0.0 0.0
C 0.0 0.0 -0.1
C 0.0 0.0 -0.1
C -0.1 0.0 -0.1
C 0.0 0.0 0.1
C 0.0 0.0 0.0
C 0.0 0.0 0.0
C 0.0 0.0 -0.1
C 0.2 0.0 -0.2
H 0.0 0.0 0.0
H 0.0 0.0 0.0
H 0.0 0.0 0.0
H 0.0 0.0 0.0
H 0.0 0.0 0.0
H 0.0 0.0 0.0
H 0.0 0.0 0.0
H 0.0 0.0 0.0
H 0.0 0.0 0.0
H 0.0 0.0 0.0
H 0.0 0.0 0.0
H 0.0 0.0 0.0
S -0.1 0.1 0.2
S 0.1 -0.1 -0.3
S -0.4 0.1 -0.1
S 0.3 -0.1 0.2
I -0.1 -0.2 0.0
C 0.2 0.3 0.1
C 0.0 -0.2 -0.1
C 0.0 0.1 0.1
C 0.0 0.0 -0.1
N -0.1 0.0 0.0
C 0.2 -0.2 0.0
H 0.0 0.0 0.0
H 0.0 0.0 0.0
H 0.0 0.0 0.0
H -0.1 0.0 0.0

## Properties
Multiplicity: 6
Charge: -1
HOMO level (alpha / beta), eV: -4.0 / -4.0

Löwdin atomic charge list, values in e, 2 entries: number 1, Dy, carries 1.226; number 2, Cl, carries 0.612